Entry 1:
25
Properties=species:S:1:pos:R:3:forces:R:3 method="wB97M-V/def2-TZVPD" homo_energy_ev=-12.44 orbital_gap_ha=0.335 e_lumo_ev=-3.34 total_charge=+1
C -1.334 1.044 0.206 0.40 1.41 -1.45
C -1.534 -0.226 -0.672 0.08 0.78 3.49
C -0.946 0.920 -2.722 0.00 1.90 -0.21
C -0.387 -1.401 -2.384 0.78 1.11 -3.17
C 2.562 -1.187 4.687 -2.00 0.92 -0.56
C 1.570 -0.501 4.052 2.73 -0.24 2.50
N 0.144 1.415 0.053 -1.37 -0.98 -0.79
N -0.592 -0.115 -1.723 1.99 0.37 -0.87
P 1.086 0.254 -0.797 -2.74 -1.03 2.01
Cl 2.057 1.404 -1.947 1.60 1.65 -2.14
Cl 1.485 -0.179 2.372 -0.10 -0.70 -0.36
H -2.016 1.917 -0.068 1.14 -1.00 -0.31
H -1.601 0.913 1.218 0.02 -0.76 1.24
H -1.217 -1.077 -0.068 0.02 -0.12 0.14
H -2.559 -0.420 -0.913 -0.52 0.14 -0.85
H -0.449 0.642 -3.666 0.02 0.78 0.50
H -1.997 0.871 -2.898 -0.95 -0.53 -0.22
H -0.865 2.043 -2.378 0.75 -2.44 -0.46
H 0.388 -1.240 -3.195 -0.83 -0.30 0.87
H -0.089 -2.239 -1.831 0.37 -0.69 1.54
H -1.314 -1.594 -2.862 -0.83 -0.65 -0.69
H 2.784 -1.180 5.751 -0.94 0.47 0.08
H 3.202 -1.886 4.250 0.92 -0.72 -1.43
H 1.013 0.211 4.627 -0.55 0.10 0.07
H 0.610 1.608 0.907 0.02 0.53 1.07

=====

Entry 2:
23
Properties=species:S:1:pos:R:3:forces:R:3 method="wB97M-V/def2-TZVPD" homo_energy_ev="-8.37 / -8.14" orbital_gap_ha="0.269 / 0.304" e_lumo_ev="-1.05 / 0.14"
C 1.152 -2.270 2.173 -2.12 -0.97 -1.36
C -1.693 1.605 -2.243 -2.09 -1.40 0.03
C 1.451 -2.723 0.712 -0.54 -0.23 1.38
C -0.658 2.354 -1.524 -1.67 1.00 1.21
C 1.839 -1.622 -0.162 -0.70 0.36 -3.53
C -0.741 2.210 0.018 0.93 0.26 -1.81
F -0.651 1.034 2.385 0.59 -0.58 -0.60
Si -0.546 0.528 0.812 0.46 0.83 1.14
Cl -2.340 -0.446 0.707 -0.36 -0.48 -0.32
H 2.001 -2.353 2.796 1.04 0.54 0.64
H 0.725 -1.211 2.052 0.44 -1.67 0.97
H 0.438 -3.077 2.570 0.57 1.73 -0.22
H -2.663 2.020 -1.803 0.89 -1.07 -0.75
H -1.798 1.600 -3.345 0.52 0.48 0.55
H -1.556 0.543 -1.948 -0.65 0.35 -0.28
H 2.315 -3.382 0.715 0.25 -0.53 0.14
H 0.580 -3.367 0.380 1.01 1.10 -0.27
H 0.323 2.289 -1.826 2.33 -0.89 -0.85
H -0.855 3.391 -1.628 -0.26 1.28 -0.52
H 1.893 -1.836 -1.268 -0.77 -0.16 1.01
H 2.532 -0.804 -0.127 0.36 0.22 1.66
H -1.717 2.480 0.401 -0.37 0.37 0.02
H -0.033 3.035 0.153 0.12 -0.57 1.76

=====

Entry 3:
24
Properties=species:S:1:pos:R:3:forces:R:3 method="wB97M-V/def2-TZVPD" homo_energy_ev="-12.31 / -13.17" spin_multiplicity=6 orbital_gap_ha="0.260 / 0.307" e_lumo_ev="-5.24 / -4.82" total_charge=+1
H -0.425 -1.757 -1.273 0.84 -0.78 1.68
C 2.132 -1.630 -2.221 -0.24 -0.75 0.43
O 1.315 -2.690 -1.730 0.78 -0.46 -0.31
C 0.444 -2.307 -0.703 -0.40 1.21 -1.20
H 3.195 -1.844 -1.994 -0.38 0.22 0.06
H 2.012 -1.642 -3.316 0.03 0.47 0.06
H 0.130 -3.166 -0.086 -0.09 0.43 -0.58
H 1.036 -1.617 -0.067 -0.89 -0.38 0.20
Cr 1.499 0.224 -1.459 0.36 -0.53 -2.04
C 1.290 -0.056 1.475 0.55 -0.26 0.77
O 1.166 0.789 0.390 -0.07 0.22 1.13
C 0.383 1.994 0.568 -0.31 0.55 0.19
C -1.082 1.774 0.288 -0.31 0.12 0.18
O -1.639 0.962 1.284 0.78 0.09 -0.03
C -2.985 0.631 1.043 -0.72 -0.09 -0.11
H 2.178 -0.685 1.413 -0.35 0.22 0.17
H 0.824 0.233 2.415 0.05 0.01 -0.42
H 0.789 2.728 -0.138 -0.02 -0.08 0.13
H 0.552 2.360 1.589 -0.03 -0.13 -0.25
H -1.220 1.315 -0.709 0.01 0.07 0.04
H -1.566 2.769 0.269 0.09 -0.22 -0.10
H -3.320 -0.014 1.863 0.13 0.20 -0.26
H -3.616 1.536 1.014 0.16 -0.25 0.01
H -3.092 0.092 0.086 0.01 0.11 0.24

=====

Entry 4:
25
Properties=species:S:1:pos:R:3:forces:R:3 method="wB97M-V/def2-TZVPD" homo_energy_ev="-2.10 / -3.00" spin_multiplicity=3 orbital_gap_ha="0.192 / 0.183" e_lumo_ev="3.13 / 1.97" total_charge=-1
C 0.650 -1.287 -2.646 0.23 -0.62 -0.09
O 0.050 -0.105 -2.214 -0.86 0.07 0.55
C -1.313 -0.286 -1.785 0.84 0.95 -0.16
C -1.764 0.949 -1.055 0.21 0.54 0.51
O -1.496 0.813 0.373 -0.28 -0.33 -0.07
C -0.172 1.247 0.825 -0.16 0.25 -0.44
C 0.360 0.215 1.785 0.17 0.39 0.15
O 0.329 -1.053 1.133 0.65 -0.44 0.01
C 1.029 -2.078 1.818 -0.04 0.00 -0.01
Cu -1.450 -1.350 0.101 -0.74 -0.21 -0.85
H 1.677 -1.057 -2.963 -0.28 0.01 0.10
H 0.690 -2.040 -1.833 -0.03 0.24 -0.29
H 0.111 -1.734 -3.502 0.09 0.08 0.20
H -1.945 -0.437 -2.681 0.07 -0.62 0.43
H -2.853 1.066 -1.145 0.27 -0.11 0.10
H -1.289 1.885 -1.399 -0.07 -0.32 -0.06
H -0.197 2.231 1.322 0.05 0.03 -0.22
H 0.434 1.348 -0.085 0.21 -0.13 0.49
H -0.245 0.168 2.705 0.02 -0.02 -0.25
H 1.392 0.456 2.078 -0.25 0.14 -0.20
H 0.892 -3.006 1.250 0.00 0.23 0.18
H 2.098 -1.828 1.870 -0.17 -0.03 0.02
H 0.631 -2.207 2.835 0.08 -0.01 -0.19
O 0.995 3.638 1.770 -0.01 -0.12 0.04
H 1.386 4.454 1.443 0.00 0.03 0.05

=====

Entry 5:
25
Properties=species:S:1:pos:R:3:forces:R:3 method="wB97M-V/def2-TZVPD" homo_energy_ev="-0.40 / -2.99" spin_multiplicity=9 orbital_gap_ha="0.133 / 0.224" e_lumo_ev="3.22 / 3.11" total_charge=-1
C 2.507 2.071 0.184 -0.10 -0.18 -0.06
O 2.356 0.785 0.703 -0.20 -0.30 -0.53
C 2.479 0.724 2.148 0.92 0.39 0.45
C 2.066 -0.654 2.637 -0.56 -0.03 -0.52
O 0.661 -0.682 2.918 0.68 -0.09 1.50
C -0.831 -0.910 1.036 -0.23 -1.55 -5.81
C -1.936 0.058 1.376 0.82 0.30 0.11
O -1.344 1.316 1.682 -0.34 0.14 0.15
C -2.216 2.426 1.588 -0.23 -0.06 -0.21
Eu 0.453 1.484 3.396 -0.15 0.34 0.63
H 2.404 2.018 -0.908 0.05 -0.09 0.14
H 1.721 2.754 0.554 0.24 0.05 0.11
H 3.505 2.491 0.408 -0.24 0.04 0.09
H 3.539 0.922 2.397 0.01 -0.15 -0.10
H 2.663 -0.945 3.523 -0.08 0.14 -0.08
H 2.284 -1.426 1.866 0.06 0.04 -0.01
H -1.266 -1.918 0.944 0.18 0.30 0.38
H 0.255 -1.008 1.009 -0.95 0.91 1.45
H -2.605 -0.308 2.172 0.61 0.09 0.42
H -2.644 0.186 0.542 0.64 -0.21 -0.31
H -1.673 3.300 1.968 -0.19 -0.14 -0.06
H -2.490 2.580 0.534 -0.02 0.06 0.17
H -3.124 2.266 2.190 0.18 0.11 -0.07
O -0.577 -0.690 -0.767 -0.71 0.31 2.15
H 0.158 -0.048 -0.717 -0.39 -0.44 0.01

=====

Entry 6:
25
Properties=species:S:1:pos:R:3:forces:R:3 method="wB97M-V/def2-TZVPD" homo_energy_ev="-5.34 / -7.96" spin_multiplicity=2 orbital_gap_ha="0.203 / 0.294" e_lumo_ev="0.18 / 0.04"
F -1.591 -2.661 -2.737 0.00 0.88 0.40
C -2.981 1.269 0.058 -0.52 0.17 0.14
O -1.760 0.646 -0.318 -1.88 -0.99 -0.88
C -1.784 0.045 -1.617 -0.16 0.06 -0.53
C -0.620 -0.910 -1.712 0.18 -0.07 0.05
O 0.760 -0.140 -0.978 -0.33 -1.08 -1.10
C 1.736 -1.006 -0.444 -0.42 -1.02 -0.02
C 2.433 -0.348 0.726 0.74 -0.16 0.05
O 1.419 0.282 1.505 1.74 -1.62 1.10
C 1.837 0.707 2.793 0.28 0.09 0.49
Pb 0.159 1.500 0.213 -0.30 5.36 0.94
H -2.741 2.031 0.808 -0.08 -0.17 -0.12
H -3.460 1.737 -0.814 0.18 -0.10 0.26
H -3.652 0.518 0.496 0.14 0.21 -0.15
H -1.699 0.831 -2.385 -0.18 -0.07 0.27
H -2.731 -0.508 -1.748 0.64 -0.06 -0.11
H -0.208 -0.841 -2.730 -0.15 -1.45 0.86
H -0.756 -1.677 -0.934 0.69 -0.27 -1.29
H 2.474 -1.306 -1.205 -0.25 0.13 0.17
H 1.232 -1.915 -0.070 0.18 0.13 -0.19
H 3.175 0.398 0.397 -0.24 -0.02 0.11
H 2.956 -1.103 1.331 -0.14 0.10 -0.18
H 1.026 1.311 3.214 0.16 -0.14 -0.13
H 2.019 -0.169 3.429 -0.05 0.21 -0.16
H 2.757 1.306 2.722 -0.24 -0.10 0.01

=====

Entry 7:
24
Properties=species:S:1:pos:R:3:forces:R:3 method="wB97M-V/def2-TZVPD" homo_energy_ev=-11.75 orbital_gap_ha=0.295 e_lumo_ev=-3.72 total_charge=+1
C -1.044 1.190 -1.638 0.57 0.37 -0.48
Hf 0.209 -0.037 -0.347 -1.41 -0.08 0.08
N 1.195 -2.001 -1.099 0.21 -0.49 -0.45
H -1.321 -0.783 -0.204 -1.72 -1.26 -0.13
H 1.902 -0.160 0.068 2.34 0.26 0.45
H -1.132 2.156 -1.125 0.01 0.27 -0.16
H -2.044 0.910 -1.981 0.27 -0.09 0.16
H -0.408 1.334 -2.530 -0.14 0.39 -0.13
H 0.966 -2.807 -0.499 -0.06 0.46 -0.54
H 2.214 -1.881 -1.034 -0.59 0.02 -0.03
H 0.983 -2.239 -2.068 -0.04 -0.38 0.12
N -0.412 -1.743 1.663 -0.21 -0.68 0.67
C 0.152 -0.752 2.526 0.40 -0.07 -0.27
C 0.627 -0.991 3.812 0.19 0.25 0.04
C 1.455 -0.028 4.396 -0.51 0.15 -0.55
C 1.758 1.119 3.649 0.17 0.32 0.05
C 1.206 1.315 2.392 -0.67 -0.77 -0.12
N 0.356 0.393 1.847 1.07 0.49 1.39
H -1.428 -1.823 1.791 0.36 0.24 -0.44
H -0.053 -2.692 1.811 0.09 0.58 0.36
H 0.389 -1.933 4.309 0.09 0.32 -0.16
H 1.854 -0.159 5.404 -0.06 -0.01 -0.38
H 2.454 1.862 4.037 -0.21 -0.20 -0.09
H 1.477 2.135 1.720 -0.14 -0.08 0.59

=====

Entry 8:
23
Properties=species:S:1:pos:R:3:forces:R:3 method="wB97M-V/def2-TZVPD" homo_energy_ev="-11.26 / -12.03" orbital_gap_ha="0.291 / 0.287" e_lumo_ev="-3.34 / -4.22" total_charge=+1
C -0.811 0.299 0.493 -2.09 1.83 0.84
C 2.239 -1.471 1.357 0.21 1.52 -0.78
C 2.915 0.807 -1.070 2.18 -2.55 1.32
C -3.075 0.990 0.032 0.53 -0.59 4.17
C -1.946 -0.344 -1.687 0.16 -3.51 1.55
C 1.383 -0.252 1.252 0.75 0.75 1.14
N -1.848 0.267 -0.348 -0.11 0.58 -0.38
N 0.304 -0.405 0.456 -1.54 -0.09 -0.97
I 1.179 1.173 2.867 0.51 -1.01 -0.87
H -1.011 1.075 1.359 0.99 -2.01 -1.71
H 1.665 -2.238 1.806 -0.34 -1.08 0.75
H 3.042 -1.127 1.965 0.99 -0.57 0.51
H 2.612 -1.808 0.371 -0.18 0.26 0.44
H 3.241 1.166 -0.098 -0.59 0.95 -0.39
H 3.536 -0.154 -1.196 -1.43 1.49 -0.71
H 2.294 1.266 -1.807 -0.09 0.20 -0.12
H -3.417 1.632 -0.685 -0.52 1.55 -2.26
H -3.906 0.270 0.252 0.87 0.50 0.00
H -2.880 1.671 0.980 -0.41 -1.63 -1.83
H -3.019 -0.663 -1.857 1.38 -0.01 0.40
H -1.703 0.265 -2.493 0.64 1.69 -1.07
H -1.210 -1.245 -1.738 -1.60 1.31 0.00
H 0.417 -1.174 -0.210 -0.30 0.41 -0.01

=====

Entry 9:
32
Properties=species:S:1:pos:R:3:forces:R:3 method="wB97M-V/def2-TZVPD" homo_energy_ev=-0.64 orbital_gap_ha=0.157 e_lumo_ev=3.63 total_charge=-2
Li 0.286 2.905 -2.275 0.22 0.41 0.35
N -0.307 0.942 -2.076 0.37 -0.88 0.49
C 1.016 0.352 -1.726 0.82 0.74 -0.51
C 1.261 -1.166 -1.828 -1.99 0.07 0.33
C 0.387 -1.919 -0.799 0.67 -0.54 -0.25
C 0.944 -1.862 0.647 -1.06 -1.48 -0.97
N 0.191 -1.041 1.499 -2.14 0.96 1.93
C -0.944 -1.314 2.170 1.01 0.59 -0.31
N -1.279 -2.611 2.292 0.41 -0.77 -0.57
N -1.663 -0.368 2.772 -0.47 -2.23 0.32
C 2.103 1.103 -2.615 1.42 0.06 -2.36
O 2.916 0.382 -3.279 -1.07 0.17 1.51
O 2.065 2.371 -2.792 -1.23 -1.14 1.16
H -0.990 0.895 -1.303 0.28 0.03 -0.42
H -0.658 0.432 -2.878 -0.35 0.15 -0.04
H 1.164 0.584 -0.666 0.22 0.46 -0.07
H 2.297 -1.308 -1.603 0.68 -0.23 -0.05
H 1.046 -1.645 -2.796 0.24 0.68 -0.06
H 0.315 -2.959 -1.129 0.22 -0.20 0.16
H -0.647 -1.593 -0.820 -0.21 0.46 0.11
H 1.944 -1.489 0.645 0.80 0.10 0.05
H 0.920 -2.870 1.073 0.62 -0.14 -0.12
H 0.449 -0.069 1.531 0.15 1.54 -0.02
H -0.662 -3.258 1.808 -0.71 0.14 0.39
H -2.115 -2.945 2.728 -0.06 0.16 -0.03
H -1.464 0.587 2.635 0.40 1.72 -0.57
H -2.605 -0.590 3.104 0.69 0.24 -0.33
Se -1.655 5.340 2.992 0.20 -0.47 -0.37
Sb -1.131 3.681 1.206 -0.78 0.92 -0.59
Se 0.826 2.300 1.883 -0.02 -0.46 -0.05
Se -0.884 4.870 -1.066 0.34 -0.50 0.58
Se -3.126 2.265 0.666 0.36 -0.56 0.33

=====

Entry 10:
26
Properties=species:S:1:pos:R:3:forces:R:3 method="wB97M-V/def2-TZVPD" homo_energy_ev="-22.34 / -22.34" spin_multiplicity=2 orbital_gap_ha="0.196 / 0.194" e_lumo_ev="-17.00 / -17.06" total_charge=+4
O -1.467 -3.585 -2.132 -1.21 -3.18 -0.47
Y -3.039 -4.831 -2.974 2.00 1.67 1.04
C -0.212 -3.913 -1.674 -0.28 -0.54 -0.60
H 0.044 -4.019 -0.612 -0.78 0.42 0.04
H 0.516 -2.243 -1.284 0.78 4.52 0.16
H 0.388 -4.558 -2.328 0.01 0.59 -0.11
O 0.605 -0.955 -1.204 1.05 -4.57 0.36
C -0.596 -0.505 -1.775 -2.45 -4.39 -2.75
C -1.085 0.807 -1.214 -0.79 0.34 0.26
O -0.555 0.932 0.106 0.61 -1.03 -0.27
C -0.696 2.191 0.760 -0.25 1.11 0.33
C 0.109 2.090 2.034 -0.62 0.27 0.40
O 1.397 1.547 1.702 -0.06 -0.81 -1.32
C 2.347 1.631 2.769 0.78 0.18 0.99
Mg 1.353 0.237 0.178 -0.29 0.68 0.75
H -1.248 -1.766 -1.888 0.60 4.93 1.12
H -0.514 -0.416 -2.869 0.45 0.42 0.35
H -2.181 0.871 -1.192 0.20 -0.10 -0.02
H -0.732 1.655 -1.824 0.04 -0.29 0.04
H -1.750 2.390 0.990 0.23 -0.04 -0.06
H -0.309 2.987 0.106 -0.10 -0.15 0.10
H -0.373 1.422 2.761 0.12 0.19 -0.10
H 0.237 3.085 2.477 -0.03 -0.22 -0.08
H 3.256 1.118 2.444 -0.10 0.15 0.11
H 2.565 2.685 2.976 -0.01 -0.28 -0.05
H 1.940 1.143 3.664 0.12 0.13 -0.20

=====

For each record above, in turn, the calculated maximum force values are 3.71 3.62 2.14 1.28 6.02 5.45 2.39 4.24 3.04 5.73 eV/A.